(1)
DFT (ωB97M-V/def2-TZVPD) results for a single C9H19NS3 molecule.

Geometry (Å):
C 2.59627 -3.67641 -1.07815
C 3.36288 -2.32868 -0.83335
C 2.40139 -1.16213 -1.05649
C 3.03856 0.20474 -1.16196
S 1.90320 1.73935 -1.46993
S 0.67297 1.79713 0.12712
C -0.76175 1.04741 -0.38459
S -1.00351 0.37283 -1.89983
N -1.76094 1.16063 0.56486
C -1.77177 2.14821 1.67653
C -1.26252 1.46891 3.04169
C -3.03295 0.38639 0.32283
C -3.97393 1.21949 -0.50112
H 2.29380 -3.72178 -2.16015
H 3.21034 -4.60020 -0.80125
H 1.70993 -3.81597 -0.37692
H 3.92480 -2.08624 0.16912
H 3.99068 -2.36825 -1.71483
H 1.59771 -1.17322 -0.22413
H 1.81454 -1.38480 -2.00360
H 3.66326 0.36690 -2.13676
H 3.67888 0.45235 -0.35024
H -1.38499 3.12035 1.33855
H -2.88964 2.50837 1.82033
H -2.02459 0.65617 3.44949
H -1.04217 2.39515 3.77107
H -0.29052 1.09663 2.80523
H -3.37285 0.12703 1.32325
H -2.82478 -0.49693 -0.23905
H -3.81927 2.28897 -0.07466
H -3.56574 1.27721 -1.46841
H -5.07728 0.98038 -0.47464

SMILES	CCCCSSC(=S)N(CC)CC
E_HOMO	-8.0	eV
ΔE to the lowest compared entry with this formula, charge and spin	0.0	kcal per mole

Mulliken atomic charge list, values in e, 5 entries: C -1.0999; C -0.3770; C -0.1852; C -0.8210; S -0.0608

---

(2)
DFT (ωB97M-V/def2-TZVPD) results for 2 unconnected molecules or ions with the total composition C3H5N.

Geometry (Å):
C -0.39002 -0.04922 -1.95824
C 0.78131 0.92726 1.09727
C 0.30370 -0.12683 1.58692
N 0.03990 -1.25511 1.97873
H 0.07264 0.17411 -2.85191
H 0.15321 -0.76124 -1.32517
H 0.91390 1.97375 1.06531
H -0.94022 0.71364 -1.55685
H -0.93442 -1.59636 1.96392

E_HOMO (spin up / spin down)	-8.9 / -9.1	eV
2S+1	3
expectation value of S²	2.0240
ΔE to the lowest compared entry with this formula, charge and spin	27.3	kcal per mole

Mulliken atomic charge list, values in e, 5 entries: C -0.8380; C -0.8551; C 0.7240; N -0.4806; H 0.3039

---

(3)
DFT (ωB97M-V/def2-TZVPD) results for a single C6H18N2Si2 molecule.

Geometry (Å):
C -1.52958 -2.21586 -1.42604
C -1.40608 -0.86785 -1.68094
Si -1.07004 0.47082 -0.44626
C -2.08684 2.01674 -1.02245
N -1.46578 0.34919 1.23844
C -2.79845 0.18160 1.74427
N 0.86602 0.82402 -0.32997
Si 2.24047 -0.19100 -0.39523
C 3.75732 0.92549 -0.35114
C 2.24424 -1.28499 1.27929
H -1.86154 -2.93626 -2.21582
H -1.90777 -2.69228 -0.54272
H -1.44315 -0.52590 -2.71432
H -1.77223 2.17434 -2.09081
H -3.09747 1.57347 -0.95362
H -1.97659 2.95271 -0.49506
H -0.80569 -0.19983 1.71598
H -3.13347 -0.78722 1.33290
H -2.75187 0.21607 2.75911
H -3.48490 1.03402 1.46651
H 1.13526 1.78782 -0.50053
H 2.24466 -1.23512 -1.32347
H 4.57846 0.45153 -0.92196
H 3.49170 1.98846 -0.45959
H 4.11506 0.70647 0.65489
H 3.17038 -2.00631 1.29386
H 2.36385 -0.66246 2.19861
H 1.23440 -1.82871 1.37415

SMILES	C=C[Si@@](C)(NC)N[SiH](C)C
E_HOMO	-8.8	eV
ΔE to the lowest compared entry with this formula, charge and spin	7.9	kcal per mole

Mulliken atomic charge list, values in e, 5 entries: C -0.6577; C -0.1106; Si 0.1208; C -1.0431; N -0.1464

---

(4)
DFT (ωB97M-V/def2-TZVPD) results for 2 unconnected molecules or ions with the total composition C23H31N7O7.

Geometry (Å):
C 1.75013 -8.35276 -0.09961
O 1.95955 -7.62192 1.11441
C 2.04283 -6.25213 1.04502
N 2.32644 -5.69162 2.21934
C 2.39622 -4.39314 2.23212
N 2.81014 -3.84699 3.36463
N 2.28396 -3.56761 1.23466
C 2.02766 -4.12832 0.06658
C 1.87026 -5.47877 -0.12168
N 1.57500 -5.71735 -1.47655
C 1.57373 -4.53554 -2.05364
N 1.87712 -3.52970 -1.15539
C 1.90100 -2.09493 -1.45328
O 2.92739 -1.39560 -0.73042
C 2.39341 -0.18396 -0.16535
C 2.26109 -0.24788 1.36966
O 3.53898 -0.14621 2.01185
C 1.01734 -0.00657 -0.81246
O 1.12897 0.72595 -2.04962
C 0.57451 -1.42750 -1.10965
O -0.35287 -1.42809 -2.20305
H 2.55472 -8.15999 -0.81701
H 1.73821 -9.42501 0.11786
H 0.78996 -8.08909 -0.55499
H 3.23738 -4.56045 3.93775
H 3.35175 -3.02291 3.14847
H 1.36299 -4.37206 -3.10651
H 2.09635 -1.95513 -2.52101
H 3.03901 0.66281 -0.41766
H 1.64321 0.58631 1.71420
H 1.75513 -1.16866 1.66742
H 3.43845 -0.18552 2.97695
H 0.31549 0.49292 -0.13683
H 1.58048 1.57608 -1.89941
H 0.13340 -1.89528 -0.22255
H -0.11917 -0.67382 -2.78249
C -2.94916 4.10465 2.39611
N -1.68666 3.37837 2.25887
C -0.88393 3.30343 1.19210
O 0.14770 2.64346 1.27220
C -1.23268 4.00225 -0.13598
C -1.74528 2.99520 -1.17941
C -2.98095 2.23019 -0.74950
C -4.21688 2.89843 -0.67183
C -5.36809 2.20794 -0.25448
C -5.28889 0.84336 0.07380
C -4.05888 0.16890 -0.01808
C -2.90636 0.86083 -0.42902
N -0.05808 4.69518 -0.67584
C -0.11507 5.80621 -1.40680
C 1.20385 6.39118 -1.85499
O -1.16620 6.35580 -1.70703
H -3.74184 3.58145 1.85964
H -2.85599 5.12314 2.01461
H -3.22707 4.15681 3.45031
H -1.36197 2.86132 3.06201
H -2.01776 4.73524 0.04263
H -0.95054 2.28770 -1.41217
H -1.98309 3.53196 -2.09937
H -4.28326 3.94533 -0.93455
H -6.31684 2.72282 -0.19591
H -6.17532 0.30915 0.38596
H -3.99946 -0.88396 0.22021
H -1.96873 0.33217 -0.50775
H 0.84597 4.31962 -0.43628
H 1.00968 7.29373 -2.43321
H 1.80389 6.64095 -0.98185
H 1.72774 5.66765 -2.47624

SMILES	COc1nc(N)nc2c1ncn2[C@@H]1O[C@H](CO)[C@@H](O)[C@H]1O.CNC(=O)[C@H](Cc1ccccc1)NC(C)=O
E_HOMO	-8.2	eV
ΔE to the lowest compared entry with this formula, charge and spin	14.8	kcal per mole

Mulliken atomic charge list, values in e, 5 entries: C -0.6622; O -0.4369; C 0.2071; N -0.6154; C 0.2535

---

(5)
DFT (ωB97M-V/def2-TZVPD) results for 12 unconnected molecules or ions with the total composition H24O12.

Geometry (Å):
O -1.69200 17.78200 -11.77100
H -1.88600 18.06800 -12.67100
H -1.72600 18.60900 -11.25300
O -3.45900 17.84100 -14.24100
H -3.53200 18.61400 -14.82900
H -2.66400 17.36800 -14.51100
O -7.22500 16.19000 -13.98600
H -6.55300 15.73600 -14.45100
H -6.78700 16.95700 -13.61800
O -5.15100 15.60400 -15.64000
H -4.52400 16.35300 -15.52900
H -5.49000 15.63300 -16.54100
O -2.97400 14.11600 -15.00500
H -3.85100 14.49500 -15.16400
H -3.03900 13.53700 -15.80300
O -2.02100 12.63300 -10.95300
H -1.83700 13.48400 -11.40800
H -1.51400 12.64800 -10.11200
O -4.86000 17.64600 -10.80800
H -4.66100 16.94200 -11.40800
H -5.25800 18.21400 -11.44700
O -2.26700 15.58600 -9.92900
H -1.53100 15.03000 -9.68200
H -2.02400 16.04500 -10.72100
O -1.76100 14.66400 -12.57900
H -0.91600 14.92400 -12.91300
H -2.05700 14.21000 -13.35400
O -6.33300 18.66900 -12.96000
H -6.91900 19.46400 -12.91500
H -6.04400 18.75300 -13.80400
O -4.19800 15.79200 -12.56800
H -3.28200 15.54700 -12.50800
H -4.22500 16.43100 -13.26200
O -4.92300 13.30500 -12.65000
H -4.60200 14.20300 -12.65100
H -4.89500 12.83200 -11.78100

SMILES	O.O.O.O.O.O.O.O.O.O.O.O
E_HOMO	-9.6	eV
ΔE to the lowest compared entry with this formula, charge and spin	65.1	kcal per mole

Mulliken atomic charge list, values in e, 5 entries: O -0.5675; H 0.2505; H 0.2772; O -0.6451; H 0.2601

---

(6)
DFT (ωB97M-V/def2-TZVPD) results for a single C2H4Cl2N2 molecule.

Geometry (Å):
N -2.08667 -0.11834 0.11060
N -0.89161 -0.03526 -0.46852
C 0.14105 -0.03480 0.26870
C 1.49488 -0.01358 -0.38272
Cl 2.43233 -1.46936 0.02717
Cl 2.38902 1.43456 0.03474
H -2.83796 0.21435 -0.54525
H -2.20243 0.20668 1.04021
H 0.20291 -0.17175 1.38352
H 1.35848 -0.01250 -1.46844

SMILES	N/N=C/C(Cl)Cl
E_HOMO	-9.4	eV
ΔE to the lowest compared entry with this formula, charge and spin	21.5	kcal per mole

Mulliken atomic charge list, values in e, 5 entries: N -0.4469; N -0.1738; C -0.1946; C 0.0685; Cl -0.1645

---

(7)
DFT (ωB97M-V/def2-TZVPD) results for a single C5H6O molecule.

Geometry (Å):
C 1.31689 1.51981 0.84992
C 1.28511 0.28193 0.11158
C 1.05819 -0.74929 -0.51970
C -0.37468 -0.50401 -0.87684
C -1.41635 -1.48312 -0.40458
O -0.70194 0.53443 -1.41339
H 2.05678 1.41829 1.63912
H 1.54032 2.37731 0.21350
H 0.33382 1.67984 1.31099
H -1.01339 -2.41073 0.00288
H -2.02667 -0.97558 0.35005
H -2.05809 -1.68889 -1.26354

SMILES	CC#CC(C)=O
E_HOMO	-9.6	eV
ΔE to the lowest compared entry with this formula, charge and spin	67.8	kcal per mole

Mulliken atomic charge list, values in e, 5 entries: C -0.9961; C 0.4467; C -0.5370; C 0.7681; C -0.9019